DFT (the ωB97M-V functional and the def2-TZVPD basis) results for an isolated molecule of C5H8O in a non-equilibrium geometry.

Geometry as XYZ:
```
14
Properties=species:S:1:pos:R:3:mulliken_charge:R:1
C -2.054 0.876 1.112 -0.888
C -0.749 0.688 0.936 0.610
O 0.216 0.699 1.903 -0.447
C -0.104 0.343 -0.358 -0.695
C 0.447 -0.830 -0.669 0.157
C 1.645 -0.998 -1.534 -1.061
H -2.447 1.235 2.057 0.257
H -2.722 0.456 0.378 0.267
H -0.201 1.002 2.722 0.328
H 0.124 1.186 -1.012 0.259
H -0.099 -1.677 -0.247 0.332
H 1.465 -1.514 -2.474 0.294
H 2.485 -1.476 -1.033 0.285
H 1.994 0.010 -1.781 0.303
```

Computed properties:
electronic energy: -270.48324 a.u.
E_HOMO: -8.9 eV
gap between HOMO and LUMO: 9.84 eV
SMILES string: C=C(O)/C=C/C
LUMO: 0.0348 Ha

=====

DFT (the ωB97M-V functional and the def2-TZVPD basis) results for an isolated molecule of C5H8O.

Geometry as XYZ:
```
14
Properties=species:S:1:pos:R:3:mulliken_charge:R:1
C -0.851 0.814 -1.266 -1.242
C 0.333 -0.024 -0.852 0.180
C 1.324 0.123 0.235 -0.684
C 0.213 -0.894 0.426 -0.144
C -0.561 -0.506 1.653 -0.174
O -0.544 0.595 2.163 -0.496
H -1.432 1.131 -0.398 0.298
H -0.605 1.694 -1.870 0.316
H -1.484 0.164 -1.887 0.313
H 0.808 -0.489 -1.721 0.356
H 1.212 0.936 0.942 0.259
H 2.326 -0.250 0.057 0.273
H 0.327 -1.971 0.318 0.387
H -1.068 -1.322 2.200 0.357
```

Computed properties:
electronic energy: -270.50179 a.u.
E_HOMO: -9.8 eV
gap between HOMO and LUMO: 10.86 eV
SMILES string: C[C@H]1C[C@H]1C=O
LUMO: 0.0376 Ha

=====

DFT (the ωB97M-V functional and the def2-TZVPD basis) results for an isolated molecule of C5H8O in a non-equilibrium geometry.

Geometry as XYZ:
```
14
Properties=species:S:1:pos:R:3:mulliken_charge:R:1
C 0.740 1.626 -0.021 -1.281
C 0.083 0.297 -0.057 0.624
C 0.910 -0.960 0.002 -1.210
C -1.340 0.084 0.041 0.006
C -2.588 -0.609 -0.040 -0.025
O -2.480 0.818 -0.020 -0.485
H 1.397 1.687 0.849 0.327
H 1.360 1.749 -0.911 0.323
H 0.014 2.431 0.024 0.340
H 1.967 -0.722 0.061 0.357
H 0.649 -1.558 0.876 0.312
H 0.740 -1.582 -0.876 0.287
H -2.926 -1.029 -0.981 0.219
H -3.031 -1.046 0.848 0.206
```

Computed properties:
electronic energy: -270.45945 a.u.
E_HOMO: -8.0 eV
gap between HOMO and LUMO: 9.06 eV
SMILES string: CC(C)=C1CO1
LUMO: 0.0385 Ha

=====

DFT (the ωB97M-V functional and the def2-TZVPD basis) results for a structure of composition C5H8O.

Geometry as XYZ:
```
14
Properties=species:S:1:pos:R:3:mulliken_charge:R:1
C 1.359 -0.372 0.493 -1.241
C 0.630 0.664 -0.329 0.109
C -0.755 0.475 -0.984 -0.114
C -1.741 -0.140 -0.018 -0.508
O -1.349 0.663 0.992 -0.195
C -0.515 1.465 0.124 -0.201
H 0.686 -0.890 1.178 0.302
H 2.147 0.109 1.082 0.350
H 1.826 -1.116 -0.159 0.304
H 1.270 1.237 -1.002 0.395
H -0.901 0.602 -2.049 0.403
H -0.739 -2.880 0.273 0.152
H -1.273 -2.358 0.231 -0.125
H -0.644 2.539 0.169 0.369
```

Computed properties:
electronic energy: -270.35051 a.u.
E_HOMO: -8.6 eV
gap between HOMO and LUMO: 9.33 eV
LUMO: 0.0264 Ha

=====

DFT (the ωB97M-V functional and the def2-TZVPD basis) results for an isolated molecule of C5H8O in a non-equilibrium geometry.

Geometry as XYZ:
```
14
Properties=species:S:1:pos:R:3:mulliken_charge:R:1
C -2.128 -0.782 -0.015 -1.071
C -1.147 0.393 0.128 -0.273
C 0.331 0.046 -0.044 -0.154
C 1.401 0.854 0.125 -0.357
C 2.712 0.004 -0.122 0.047
O 2.775 -1.198 0.221 -0.487
H -3.158 -0.486 -0.211 0.342
H -1.904 -1.535 -0.876 0.290
H -2.133 -1.240 0.992 0.270
H -1.277 1.280 -0.671 0.238
H -1.225 1.040 1.053 0.307
H 0.622 -0.978 -0.267 0.290
H 1.456 1.968 0.276 0.330
H 3.675 0.634 -0.590 0.228
```

Computed properties:
electronic energy: -270.47434 a.u.
E_HOMO: -9.7 eV
gap between HOMO and LUMO: 10.20 eV
SMILES string: CC/C=C/C=O
LUMO: 0.0194 Ha

=====

DFT (the ωB97M-V functional and the def2-TZVPD basis) results for a structure of composition C5H8O.

Geometry as XYZ:
```
14
Properties=species:S:1:pos:R:3:mulliken_charge:R:1
C -1.533 1.375 -0.161 -1.112
C -0.208 1.014 0.447 1.050
C 0.210 0.245 1.451 -1.447
C 1.101 -0.007 0.278 0.020
C 1.020 -1.398 -0.326 -0.545
O -0.214 -2.002 -0.063 -0.511
H -1.852 0.598 -0.865 0.322
H -2.262 1.419 0.653 0.313
H -1.513 2.339 -0.678 0.335
H 0.598 1.036 -0.506 0.099
H 2.071 0.491 0.220 0.535
H 1.152 -1.377 -1.413 0.304
H 1.868 -1.959 0.105 0.272
H -0.438 -1.773 0.856 0.364
```

Computed properties:
electronic energy: -270.35403 a.u.
E_HOMO: -9.2 eV
gap between HOMO and LUMO: 9.87 eV
LUMO: 0.0263 Ha

=====

DFT (the ωB97M-V functional and the def2-TZVPD basis) results for an isolated molecule of C5H8O.

Geometry as XYZ:
```
14
Properties=species:S:1:pos:R:3:mulliken_charge:R:1
C 2.762 0.047 0.429 -0.108
C 1.701 0.599 0.288 -0.345
C 0.303 0.957 0.140 -0.453
C -0.511 -0.364 0.166 0.250
C -1.896 -0.127 -0.390 -1.369
O 0.065 -1.365 -0.638 -0.521
H 3.746 -0.335 0.529 0.390
H 0.152 1.480 -0.811 0.276
H 0.012 1.632 0.954 0.319
H -0.577 -0.709 1.210 0.213
H -1.805 0.238 -1.418 0.362
H -2.442 -1.073 -0.389 0.323
H -2.440 0.614 0.202 0.362
H 0.931 -1.596 -0.270 0.300
```

Computed properties:
electronic energy: -270.48396 a.u.
E_HOMO: -10.0 eV
gap between HOMO and LUMO: 11.04 eV
SMILES string: C#CC[C@@H](C)O
LUMO: 0.0365 Ha

=====

DFT (the ωB97M-V functional and the def2-TZVPD basis) results for an isolated molecule of C5H8O.

Geometry as XYZ:
```
14
Properties=species:S:1:pos:R:3:mulliken_charge:R:1
C 1.238 -0.908 0.398 -1.450
C 0.120 0.065 0.063 1.168
C 0.236 1.410 0.725 -0.190
O 0.877 1.627 1.727 -0.513
C -0.583 -0.044 -1.276 -0.630
C -1.373 -0.250 -0.029 -0.770
H 1.582 -0.765 1.428 0.374
H 0.987 -1.964 0.229 0.356
H 2.091 -0.671 -0.250 0.312
H -0.449 2.179 0.290 0.316
H -0.734 0.854 -1.879 0.236
H -0.365 -0.949 -1.845 0.279
H -2.023 0.579 0.245 0.251
H -1.765 -1.222 0.262 0.259
```

Computed properties:
electronic energy: -270.51352 a.u.
E_HOMO: -9.8 eV
gap between HOMO and LUMO: 10.73 eV
SMILES string: CC1(C=O)CC1
LUMO: 0.0354 Ha

=====

For the records above, the corresponding energy relative to the best compared isomer or geometry (same formula, charge and spin) values read 2.031 1.527 2.679 5.643 2.273 5.547 2.012 1.208 eV.